No. 1
Formula: C34H60O17S6
Source: the OMol25 dataset
Level of theory: the ωB97M-V functional and the def2-TZVPD basis

```
117
Properties=species:S:1:pos:R:3:lowdin_charge:R:1
O -5.173 -1.257 -1.400 0.10
C -4.034 -1.513 -1.065 -0.39
C -2.898 -1.332 -1.994 0.01
C -1.690 -1.817 -1.712 0.04
C -1.454 -2.567 -0.441 -0.32
O -0.442 -3.220 -0.320 0.13
C -2.507 -2.481 0.625 -0.08
C -2.276 -2.915 2.065 -0.14
O -0.946 -2.898 2.530 -0.08
C -0.366 -1.614 2.542 -0.25
O -1.210 -0.649 3.137 -0.10
C -1.632 0.418 2.300 -0.17
C -1.700 1.692 3.131 -0.23
O -2.847 2.441 2.714 -0.07
C -3.709 -1.992 0.291 0.06
H -3.109 -0.816 -2.925 0.12
H -0.852 -1.718 -2.393 0.10
H -2.613 -3.954 2.150 0.15
H -2.933 -2.332 2.707 0.09
H -0.028 -1.333 1.549 0.08
H 0.511 -1.703 3.185 0.13
H -2.647 0.224 1.929 0.12
H -0.969 0.564 1.444 0.13
H -1.748 1.438 4.192 0.10
H -0.815 2.315 2.958 0.11
H -2.949 3.173 3.333 0.08
H -4.493 -1.918 1.041 0.12
O 2.326 -2.631 1.731 -0.30
S 2.616 -1.529 0.850 0.67
O 1.665 -0.474 0.586 -0.33
C 4.156 -0.777 1.375 -0.23
C 5.225 -1.551 0.611 -0.22
C 4.683 -1.719 -0.816 -0.20
C 3.226 -2.183 -0.703 -0.21
H 4.242 -0.856 2.456 0.10
H 4.129 0.270 1.073 0.11
H 6.180 -1.027 0.626 0.11
H 5.371 -2.532 1.071 0.12
H 4.725 -0.762 -1.339 0.12
H 5.273 -2.431 -1.390 0.11
H 2.604 -1.801 -1.506 0.07
H 3.139 -3.266 -0.649 0.11
O 1.795 3.981 4.997 -0.32
S 0.990 3.095 5.803 0.67
O -0.445 3.073 5.673 -0.32
C 1.634 1.435 5.636 -0.22
C 2.681 1.331 6.740 -0.22
C 2.054 1.986 7.979 -0.21
C 1.434 3.317 7.531 -0.22
H 2.033 1.308 4.632 0.11
H 0.805 0.746 5.798 0.11
H 2.958 0.294 6.925 0.12
H 3.583 1.873 6.449 0.12
H 1.277 1.334 8.382 0.12
H 2.789 2.146 8.767 0.11
H 0.536 3.572 8.087 0.10
H 2.147 4.138 7.581 0.10
O -5.996 -3.602 5.486 -0.31
S -5.483 -2.378 4.927 0.67
O -4.990 -2.332 3.573 -0.33
C -6.689 -1.079 5.173 -0.23
C -6.331 -0.489 6.533 -0.22
C -4.799 -0.376 6.549 -0.21
C -4.235 -1.705 6.033 -0.21
H -7.686 -1.509 5.122 0.11
H -6.552 -0.351 4.373 0.11
H -6.810 0.476 6.684 0.11
H -6.664 -1.160 7.328 0.12
H -4.487 0.437 5.891 0.11
H -4.422 -0.154 7.547 0.11
H -3.309 -1.581 5.473 0.10
H -4.090 -2.428 6.833 0.10
O 1.472 -1.641 -3.658 -0.33
S 1.822 -1.488 -5.053 0.67
O 3.195 -1.290 -5.440 -0.32
C 1.111 -2.849 -5.968 -0.22
C -0.277 -2.356 -6.354 -0.22
C -0.094 -0.900 -6.808 -0.21
C 0.786 -0.201 -5.762 -0.21
H 1.106 -3.735 -5.337 0.11
H 1.731 -3.017 -6.848 0.11
H -0.709 -2.980 -7.132 0.09
H -0.943 -2.388 -5.487 0.12
H 0.402 -0.878 -7.776 0.08
H -1.050 -0.387 -6.914 0.11
H 1.430 0.560 -6.193 0.10
H 0.199 0.229 -4.952 0.10
O 3.886 5.548 -0.009 -0.32
S 4.366 5.465 1.348 0.66
O 5.262 4.409 1.748 -0.33
C 5.069 7.051 1.800 -0.23
C 3.891 7.832 2.371 -0.22
C 3.124 6.844 3.262 -0.21
C 2.967 5.541 2.472 -0.23
H 5.518 7.503 0.919 0.11
H 5.830 6.865 2.557 0.11
H 4.226 8.706 2.928 0.11
H 3.247 8.178 1.559 0.12
H 3.695 6.655 4.174 0.12
H 2.153 7.236 3.560 0.11
H 2.984 4.666 3.112 0.07
H 2.062 5.538 1.867 0.11
O 0.702 -1.689 -9.883 -0.32
S -0.134 -2.848 -10.077 0.66
O -0.020 -4.000 -9.219 -0.32
C -1.843 -2.319 -10.149 -0.23
C -2.074 -2.010 -11.625 -0.22
C -1.399 -3.147 -12.404 -0.21
C -0.006 -3.357 -11.796 -0.21
H -1.979 -1.463 -9.491 0.10
H -2.457 -3.154 -9.814 0.11
H -3.137 -1.937 -11.852 0.12
H -1.609 -1.056 -11.881 0.12
H -1.989 -4.060 -12.299 0.12
H -1.330 -2.923 -13.467 0.11
H 0.314 -4.395 -11.824 0.10
H 0.744 -2.724 -12.265 0.11
```

Calculated values
HOMO-LUMO gap = 8.272 eV
SMILES = O=C1C=CC(=O)C(COCOCCO)=C1.O=S1(=O)CCCC1.O=S1(=O)CCCC1.O=S1(=O)CCCC1.O=S1(=O)CCCC1.O=S1(=O)CCCC1.O=S1(=O)CCCC1
Highest occupied orbital energy = -0.3259 Eh
2S+1 = 1

=====

No. 2
Formula: C21H16ClFN8O
Source: the OMol25 dataset
Level of theory: the ωB97M-V functional and the def2-TZVPD basis

```
48
Properties=species:S:1:pos:R:3:nbo_charge:R:1
O -1.978 0.273 3.781 -0.57
C -1.383 0.695 2.778 0.65
C -1.412 2.121 2.376 -0.05
C -1.995 3.245 2.864 -0.04
Cl -2.952 3.250 4.334 0.03
C -1.627 4.370 2.025 -0.30
C -0.778 3.870 1.055 -0.04
N -0.664 2.478 1.260 -0.15
N 0.093 1.620 0.560 -0.29
C 0.051 0.339 0.825 0.45
C 0.982 -0.563 -0.034 -0.06
C 2.445 -0.431 0.480 -0.45
C 3.367 -0.461 -0.716 0.22
F 4.480 0.315 -0.518 -0.35
C 2.470 0.128 -1.819 -0.24
N 1.110 -0.198 -1.433 -0.40
C 0.035 -0.016 -2.312 0.46
N -1.161 -0.384 -1.873 -0.53
C -2.204 -0.232 -2.736 0.28
N -2.115 0.214 -3.995 -0.50
C -0.883 0.546 -4.362 0.33
N -0.519 1.034 -5.580 -0.54
C 0.817 1.428 -5.520 0.21
N 1.329 1.010 -4.359 -0.45
C 0.233 0.467 -3.619 -0.05
N -0.626 -0.165 1.971 -0.50
C -0.593 -1.559 2.283 0.22
C -1.613 -2.414 1.884 -0.22
C -1.647 -3.768 2.297 -0.19
C -0.648 -4.277 3.118 -0.20
C 0.414 -3.456 3.529 -0.21
C 0.433 -2.104 3.113 -0.23
H -1.881 5.425 2.147 0.24
H -0.273 4.431 0.261 0.24
H 0.682 -1.607 0.055 0.22
H 2.566 0.502 1.036 0.24
H 2.625 -1.265 1.164 0.22
H 3.657 -1.491 -0.994 0.16
H 2.550 1.231 -1.882 0.21
H 2.791 -0.272 -2.752 0.22
H -3.164 -0.520 -2.358 0.19
H -1.164 1.215 -6.350 0.43
H 1.313 1.933 -6.304 0.21
H -2.365 -1.976 1.263 0.23
H -2.468 -4.405 1.963 0.22
H -0.731 -5.319 3.438 0.22
H 1.191 -3.832 4.150 0.22
H 1.212 -1.424 3.505 0.22
```

Calculated values
HOMO-LUMO gap = 8.950 eV
SMILES = O=c1c2c(Cl)ccn2nc([C@@H]2C[C@H](F)CN2c2ncnc3[nH]cnc23)n1-c1ccccc1
Highest occupied orbital energy = -0.3060 Eh
2S+1 = 1

=====

No. 3
Formula: C19H29ClN6
Source: the OMol25 dataset
Level of theory: the ωB97M-V functional and the def2-TZVPD basis

```
55
Properties=species:S:1:pos:R:3:nbo_charge:R:1
C 4.187 2.336 0.528 -0.59
H 5.206 2.348 0.172 0.21
H 3.992 2.628 1.398 0.20
H 3.762 3.057 -0.247 0.19
C 3.773 1.064 0.180 -0.12
C 4.478 0.003 1.291 -0.59
H 4.117 -0.974 1.281 0.20
H 5.546 -0.099 0.869 0.20
H 4.393 0.156 2.204 0.18
C 2.146 0.998 0.622 -0.36
H 1.792 1.776 0.624 0.15
H 2.077 0.451 1.617 0.19
C 1.413 0.274 -0.444 0.00
C 1.789 -1.346 -0.370 0.37
N 2.723 -1.757 -1.428 -0.32
N 2.945 -2.977 -0.829 -0.05
N 2.350 -3.149 0.137 -0.08
N 1.660 -2.211 0.608 -0.24
C 0.745 -2.374 1.610 -0.03
C -0.167 -3.516 1.741 -0.55
H -0.671 -3.538 2.451 0.17
H 0.434 -4.513 1.735 0.22
H -0.822 -3.484 0.798 0.19
C 1.714 -2.474 3.116 -0.54
H 2.395 -3.532 2.632 0.23
H 2.356 -1.576 2.961 0.19
H 1.215 -2.305 3.839 0.15
H 0.213 -1.499 1.696 0.25
N -0.074 0.069 0.145 -0.44
C -0.774 1.389 0.330 -0.25
H -0.226 1.717 1.044 0.20
C -2.095 1.117 0.620 -0.24
N -2.991 0.405 -0.298 -0.42
C -3.534 1.253 -1.289 0.15
C -3.583 0.789 -2.601 -0.27
C -4.497 1.269 -3.543 -0.11
C -5.054 2.543 -3.374 -0.11
C -5.204 2.986 -1.647 -0.17
C -4.367 2.231 -0.916 -0.27
H -4.388 2.459 0.223 0.20
H -5.762 3.956 -1.477 0.23
H -5.685 3.020 -3.676 0.13
Cl -4.288 0.908 -5.124 0.05
H -2.993 0.001 -2.911 0.21
C -2.201 -0.931 -0.615 -0.23
C -0.952 -0.517 -1.129 -0.31
H -0.438 -1.459 -1.253 0.22
H -0.904 0.152 -2.002 0.22
H -2.876 -1.475 -1.449 0.23
H -2.231 -1.509 0.434 0.24
H -2.646 2.045 0.884 0.22
H -2.214 0.470 1.568 0.19
H -0.843 1.978 -0.782 0.15
H 1.390 0.655 -1.288 0.17
H 3.670 0.710 -0.665 0.19
```

Calculated values
HOMO-LUMO gap = 8.542 eV
Highest occupied orbital energy = -0.3004 Eh
2S+1 = 1

=====

No. 4
Formula: C4H16NO5
Source: the OMol25 dataset
Level of theory: the ωB97M-V functional and the def2-TZVPD basis

```
26
Properties=species:S:1:pos:R:3:nbo_charge:R:1
O -0.788 0.877 2.447 -0.69
C -1.208 0.553 1.216 0.75
C -0.707 -0.765 0.698 -0.14
N 0.832 -0.803 0.980 -0.52
C 1.568 -1.531 -0.104 -0.43
C -1.356 -1.936 1.328 -0.67
O -1.980 1.239 0.616 -0.52
H -1.303 1.654 2.749 0.52
H -0.680 -0.722 -0.401 0.29
H 1.125 -1.190 1.869 0.44
H 1.022 0.207 0.979 0.47
H 2.389 -2.112 0.309 0.24
H 2.097 -0.808 -0.726 0.25
H 0.842 -2.076 -0.698 0.23
H -0.968 -2.865 0.904 0.23
H -1.276 -2.137 2.410 0.25
H -2.450 -1.933 1.267 0.27
H -1.340 0.580 -2.176 0.50
H -0.028 1.151 -2.523 0.49
O -0.455 0.717 -1.772 -0.98
H 3.566 1.581 1.637 0.50
H 2.539 2.386 0.868 0.49
O 2.688 1.490 1.216 -0.98
H -2.090 2.449 -4.424 0.49
H -0.739 1.862 -4.700 0.47
O -1.301 2.130 -3.968 -0.96
```

Calculated values
HOMO-LUMO gap = 11.486 eV
Net charge = +1
Highest occupied orbital energy = -0.5199 Eh
2S+1 = 1

=====

Question: highest occupied orbital energy of number 2 (C21H16ClFN8O)?
Answer: -0.3060 Eh

=====

Question: Which of these has the lowest HOMO-LUMO gap?
Answer: C34H60O17S6

=====

Question: Among the records above, which one has the lowest HOMO-LUMO gap?
Answer: C34H60O17S6

=====

Question: Look up the highest occupied orbital energy of the second one.
Answer: -0.3060 Eh